Here is 2 unconnected molecules or ions with the total composition C5H12S from the Open Molecules 2025 dataset. Energies are from wB97M-V/def2-TZVPD.

## Properties
Gap between HOMO and LUMO = 9.80 eV
DFT total energy = -16212.5315 eV
HOMO = -8.805 eV
Energy above the lowest of the compared OMol25 structures with the same formula, charge and spin = 51.8 kcal per mole

Structure (ORCA input):
```
! wB97M-V def2-TZVPD RIJCOSX def2/J DEFGRID3
* xyz 0 1
C -0.1698 1.9657 0.1178
C -1.5191 2.1589 0.2724
C -2.3503 1.5395 1.3899
H 0.4163 2.7240 -0.3783
H 0.2862 1.3632 0.9741
H -2.0739 2.7611 -0.4885
H -2.4965 2.3030 2.1467
H -1.8420 0.7393 1.9081
H -3.4585 1.2931 1.0117
C 1.1672 -2.8617 -0.6221
C 1.3195 -1.2264 -0.4880
S 2.3256 -0.2167 -1.6506
H 0.6943 -3.0280 -1.5216
H 2.2636 -3.2838 -0.5233
H 0.5747 -3.2804 0.2543
H 1.7346 -0.8888 0.5183
H 0.3410 -0.7730 -0.7363
H 2.7871 -1.2891 -2.1843
*
```

Which charges does natural (NBO) predict for the atoms? In e, they are: number 1, C, carries -0.45; number 2, C, carries -0.15; number 3, C, carries -0.66; number 4, H, carries 0.21; number 5, H, carries 0.19; number 6, H, carries 0.20; number 7, H, carries 0.22; number 8, H, carries 0.22; number 9, H, carries 0.21; number 10, C, carries -0.60; number 11, C, carries -0.52; number 12, S, carries -0.04; number 13, H, carries 0.21; number 14, H, carries 0.21; number 15, H, carries 0.22; number 16, H, carries 0.21; number 17, H, carries 0.22; number 18, H, carries 0.11